(1)
Computed, not measured: 2 unconnected molecules or ions with the total composition C5H11N, with ωB97M-V with the def2-TZVPD basis set.

The geometry in ORCA input format:
```
! RIJCOSX wB97M-V def2-TZVPD def2/J DEFGRID3
* xyz 0 1
C -0.577 -0.049 -2.148
C 0.368 -0.303 -1.001
N 0.731 0.785 -0.218
C -0.152 1.625 0.592
C 0.937 0.776 1.093
C -0.082 -1.256 1.536
H -0.999 -1.000 -2.491
H -1.410 0.591 -1.835
H -0.087 0.425 -3.009
H -0.062 -0.954 0.245
H 1.235 -0.920 -1.255
H -0.061 2.698 0.414
H -1.173 1.266 0.766
H 1.804 0.786 1.738
H -0.559 -0.689 2.341
H 0.849 -1.689 1.909
H -0.763 -2.093 1.322
*
```

As for the HOMO-LUMO gap: 8.35 eV. As for the max |F|: 0.31 eV Å⁻¹. The energy relative to the best compared isomer or geometry (same formula, charge and spin) comes out at 130.39 kcal/mol. Its total energy is -6847.87441 eV.

=====

(2)
Computed, not measured: a single C5H11N molecule, with ωB97M-V with the def2-TZVPD basis set.

The geometry in ORCA input format:
```
! RIJCOSX wB97M-V def2-TZVPD def2/J DEFGRID3
* xyz 0 1
C 2.141 -0.376 1.056
C 1.719 -0.351 -0.426
C 0.305 -0.630 -0.247
C -0.519 0.569 -0.484
N -1.898 0.136 -0.572
C -2.497 0.205 0.741
H 1.631 0.416 1.617
H 1.900 -1.340 1.511
H 3.213 -0.197 1.084
H 1.954 0.628 -0.871
H 2.216 -1.165 -0.958
H -1.755 -0.865 -0.717
H -0.193 0.982 -1.453
H -0.361 1.391 0.241
H -3.505 -0.194 0.646
H -2.528 1.256 1.047
H -1.929 -0.383 1.488
*
```

As for the HOMO-LUMO gap: 8.65 eV. As for the max |F|: 0.67 eV Å⁻¹. The energy relative to the best compared isomer or geometry (same formula, charge and spin) comes out at 96.13 kcal/mol. Its total energy is -6849.35974 eV.

=====

(3)
Computed, not measured: 2 unconnected molecules or ions with the total composition C5H11N, with ωB97M-V with the def2-TZVPD basis set.

The geometry in ORCA input format:
```
! RIJCOSX wB97M-V def2-TZVPD def2/J DEFGRID3
* xyz 0 1
C 0.144 -0.175 -1.948
C -0.992 0.400 -1.098
C -1.244 -0.431 0.154
C -0.136 -0.336 1.148
C 1.101 -0.768 0.934
N 2.034 -0.313 1.955
H 0.395 0.497 -2.798
H -0.145 -1.172 -2.324
H 0.986 -0.318 -1.209
H -0.610 1.430 -0.714
H -1.923 0.568 -1.736
H -2.175 -0.056 0.667
H -1.378 -1.463 -0.119
H -0.434 0.031 2.170
H -0.247 1.659 1.110
H 1.712 0.576 2.289
H 2.912 -0.130 1.519
*
```

As for the HOMO-LUMO gap: 6.97 eV. As for the max |F|: 5.47 eV Å⁻¹. The energy relative to the best compared isomer or geometry (same formula, charge and spin) comes out at 148.52 kcal/mol. Its total energy is -6847.08801 eV.

=====

(4)
Computed, not measured: a single C5H11N molecule, with ωB97M-V with the def2-TZVPD basis set.

The geometry in ORCA input format:
```
! RIJCOSX wB97M-V def2-TZVPD def2/J DEFGRID3
* xyz 0 1
C -2.202 -0.301 1.193
C -1.182 0.397 0.292
C 0.112 -0.407 0.073
C 0.346 -0.953 -1.280
N 1.059 0.235 -0.825
C 2.454 0.056 -0.424
H -2.711 -1.135 0.692
H -1.695 -0.701 2.075
H -2.982 0.387 1.540
H -1.690 0.708 -0.645
H -0.833 1.335 0.726
H 0.469 -0.989 0.916
H -0.660 -0.739 -1.602
H 0.920 -1.862 -1.484
H 2.653 0.755 0.397
H 3.143 0.304 -1.240
H 2.701 -0.960 -0.065
*
```

As for the HOMO-LUMO gap: 9.98 eV. As for the max |F|: 2.37 eV Å⁻¹. The energy relative to the best compared isomer or geometry (same formula, charge and spin) comes out at 44.63 kcal/mol. As for the SMILES: CC[C@H]1CN1C. Its total energy is -6851.59334 eV.

=====

(5)
Computed, not measured: a single C5H11N molecule, with ωB97M-V with the def2-TZVPD basis set.

The geometry in ORCA input format:
```
! RIJCOSX wB97M-V def2-TZVPD def2/J DEFGRID3
* xyz 0 1
C -2.231 0.212 -0.120
C -0.975 -0.521 -0.490
C -0.025 -0.574 0.734
C 1.271 -1.326 0.900
N 1.169 -0.257 -0.015
C 1.610 1.080 0.142
H -2.793 -0.380 0.599
H -1.950 1.164 0.353
H -2.825 0.444 -1.005
H -1.090 -1.516 -0.921
H -0.502 0.068 -1.308
H -0.223 0.046 1.638
H 1.406 -2.325 0.494
H 1.883 -1.085 1.770
H 0.864 1.734 -0.347
H 2.556 1.186 -0.380
H 1.679 1.378 1.198
*
```

As for the HOMO-LUMO gap: 9.80 eV. As for the max |F|: 1.53 eV Å⁻¹. The energy relative to the best compared isomer or geometry (same formula, charge and spin) comes out at 61.74 kcal/mol. As for the SMILES: CC[C@H]1CN1C. Its total energy is -6850.85143 eV.

=====

(6)
Computed, not measured: a single C5H11N molecule, with ωB97M-V with the def2-TZVPD basis set.

The geometry in ORCA input format:
```
! RIJCOSX wB97M-V def2-TZVPD def2/J DEFGRID3
* xyz 0 1
C -1.958 -0.753 -0.200
C -0.644 -0.328 0.447
C -0.466 1.204 0.473
N 0.507 1.118 -0.651
C 0.632 -0.340 -0.451
C 1.894 -0.776 0.265
H -2.002 -0.274 -1.204
H -2.015 -1.838 -0.320
H -2.849 -0.348 0.358
H -0.523 -0.856 1.383
H -0.031 1.559 1.405
H -1.364 1.829 0.296
H 1.373 1.612 -0.476
H 0.518 -0.906 -1.393
H 1.894 -1.885 0.374
H 2.782 -0.510 -0.332
H 1.923 -0.259 1.267
*
```

As for the HOMO-LUMO gap: 10.00 eV. As for the max |F|: 1.14 eV Å⁻¹. The energy relative to the best compared isomer or geometry (same formula, charge and spin) comes out at 21.82 kcal/mol. As for the SMILES: C[C@@H]1CN[C@H]1C. Its total energy is -6852.58213 eV.

=====

(7)
Computed, not measured: a single C5H11N molecule, with ωB97M-V with the def2-TZVPD basis set.

The geometry in ORCA input format:
```
! RIJCOSX wB97M-V def2-TZVPD def2/J DEFGRID3
* xyz 0 1
C -2.130 0.533 0.341
C -1.354 -0.318 -0.688
N 0.036 -0.695 -0.429
C 0.506 -0.799 0.935
C 1.005 0.275 0.037
C 2.392 0.201 -0.559
H -3.170 0.196 0.384
H -1.747 0.448 1.363
H -2.138 1.597 0.090
H -1.888 -1.264 -0.837
H -1.360 0.193 -1.658
H -0.166 -0.509 1.739
H 1.127 -1.664 1.161
H 0.635 1.282 0.249
H 3.134 0.621 0.131
H 2.461 0.748 -1.507
H 2.655 -0.844 -0.753
*
```

As for the HOMO-LUMO gap: 10.09 eV. As for the max |F|: 0.30 eV Å⁻¹. The energy relative to the best compared isomer or geometry (same formula, charge and spin) comes out at 30.91 kcal/mol. As for the SMILES: CCN1C[C@H]1C. Its total energy is -6852.18806 eV.

=====

(8)
Computed, not measured: a single C5H11N molecule, with ωB97M-V with the def2-TZVPD basis set.

The geometry in ORCA input format:
```
! RIJCOSX wB97M-V def2-TZVPD def2/J DEFGRID3
* xyz 0 1
C -1.979 -0.139 -1.196
C -1.886 -0.337 0.113
C -0.672 -0.251 0.986
C 0.310 0.893 0.528
C 1.379 0.353 -0.524
N 1.975 -0.796 0.193
H -2.938 -0.272 -1.673
H -1.207 0.290 -1.829
H -2.739 -0.854 0.559
H -0.972 -0.119 2.027
H -0.100 -1.181 0.897
H 0.880 1.221 1.396
H -0.270 1.742 0.144
H 2.219 1.037 -0.765
H 0.833 0.100 -1.436
H 2.656 -1.267 -0.395
H 2.508 -0.420 0.976
*
```

As for the HOMO-LUMO gap: 10.28 eV. As for the max |F|: 1.77 eV Å⁻¹. The energy relative to the best compared isomer or geometry (same formula, charge and spin) comes out at 28.06 kcal/mol. As for the SMILES: C=CCCCN. Its total energy is -6852.31178 eV.

=====

(9)
Computed, not measured: 2 unconnected molecules or ions with the total composition C5H11N, with ωB97M-V with the def2-TZVPD basis set.

The geometry in ORCA input format:
```
! RIJCOSX wB97M-V def2-TZVPD def2/J DEFGRID3
* xyz 0 1
C -2.052 2.427 0.077
C 1.985 -1.897 -0.900
C 1.021 -1.641 0.040
C 0.592 -2.392 1.139
C 0.559 -0.308 -0.099
N -0.919 2.266 -0.718
H -2.715 1.541 0.362
H -2.564 3.349 -0.246
H 2.083 -2.981 -1.090
H 2.471 -1.090 -1.377
H -0.392 -2.249 1.550
H 1.122 -3.322 1.343
H 0.733 0.176 -1.109
H 1.040 0.295 0.730
H -0.541 -0.150 0.201
H -0.587 3.185 -1.037
H -1.838 2.790 1.133
*
```

As for the HOMO-LUMO gap: 2.77 eV. As for the max |F|: 5.68 eV Å⁻¹. The energy relative to the best compared isomer or geometry (same formula, charge and spin) comes out at 189.04 kcal/mol. Its total energy is -6845.33089 eV.

=====

(10)
Computed, not measured: a single C5H11N molecule, with ωB97M-V with the def2-TZVPD basis set.

The geometry in ORCA input format:
```
! RIJCOSX wB97M-V def2-TZVPD def2/J DEFGRID3
* xyz 0 1
C 0.421 -1.696 -1.441
C -0.265 -0.808 -0.729
C -1.463 -0.104 -1.333
C 0.167 -0.443 0.666
C 0.561 1.020 0.815
N 0.619 1.432 2.210
H 0.142 -1.997 -2.451
H 1.295 -2.162 -0.992
H -1.115 0.542 -2.130
H -1.998 0.485 -0.595
H -2.087 -0.842 -1.854
H 0.991 -1.093 0.951
H -0.614 -0.697 1.376
H 1.515 1.170 0.303
H -0.124 1.658 0.253
H 1.481 1.106 2.621
H 0.474 2.427 2.327
*
```

As for the HOMO-LUMO gap: 10.14 eV. As for the max |F|: 0.73 eV Å⁻¹. The energy relative to the best compared isomer or geometry (same formula, charge and spin) comes out at 17.70 kcal/mol. As for the SMILES: C=C(C)CCN. Its total energy is -6852.76106 eV.

=====

(11)
Computed, not measured: a gas-phase ion, C5H11N (charge +1), with ωB97M-V with the def2-TZVPD basis set.

The geometry in ORCA input format:
```
! RIJCOSX wB97M-V def2-TZVPD def2/J DEFGRID3
* xyz 1 2
C -0.689 -0.425 -2.069
C 0.082 -1.079 -0.905
C -0.436 -0.661 0.486
C 0.257 0.486 1.151
C 1.618 0.753 1.027
N -0.478 1.281 1.915
H -1.370 0.374 -1.760
H -1.250 -1.152 -2.656
H 0.011 -0.003 -2.781
H -0.008 -2.160 -0.913
H 1.126 -0.824 -1.083
H -1.490 -0.422 0.343
H -0.404 -1.460 1.233
H 2.282 0.239 0.343
H 2.160 1.526 1.568
H -1.417 1.542 1.635
H 0.005 1.984 2.465
*
```

As for the HOMO-LUMO gap (spin up / spin down): 11.59 / 8.27 eV. As for the max |F|: 1.48 eV Å⁻¹. The energy relative to the best compared isomer or geometry (same formula, charge and spin) comes out at 22.29 kcal/mol. As for the expectation value of S²: 0.76. Its total energy is -6845.06597 eV.

=====

(12)
Computed, not measured: 2 unconnected molecules or ions with the total composition C5H11N, with ωB97M-V with the def2-TZVPD basis set.

The geometry in ORCA input format:
```
! RIJCOSX wB97M-V def2-TZVPD def2/J DEFGRID3
* xyz 1 2
C 0.875 2.387 2.224
C 0.685 1.101 1.819
H 0.024 2.995 2.523
H 1.840 2.878 2.300
H -0.273 0.869 1.368
H 1.449 0.327 1.856
N 0.955 -1.711 -0.364
C 0.055 -1.381 -1.479
C -1.624 0.444 -1.266
C -1.223 -0.807 -1.016
H 1.755 -2.195 -0.745
H 0.513 -2.381 0.259
H -0.164 -2.256 -2.115
H 0.572 -0.704 -2.162
H -2.640 0.742 -1.050
H -0.941 1.129 -1.755
H -1.857 -1.436 -0.395
*
```

As for the HOMO-LUMO gap (spin up / spin down): 9.73 / 3.73 eV. As for the max |F|: 1.16 eV Å⁻¹. The energy relative to the best compared isomer or geometry (same formula, charge and spin) comes out at 94.74 kcal/mol. As for the expectation value of S²: 0.76. Its total energy is -6841.92443 eV.

=====

(13)
Computed, not measured: a gas-phase ion, C5H11N2 (charge +1), with ωB97M-V with the def2-TZVPD basis set.

The geometry in ORCA input format:
```
! RIJCOSX wB97M-V def2-TZVPD def2/J DEFGRID3
* xyz 1 1
C 0.282 1.544 -1.374
N 0.587 0.656 -0.295
C 0.927 -0.734 -0.557
N 0.693 -1.328 0.800
C -0.464 -0.658 1.426
C -1.539 -0.251 0.500
C -0.397 0.690 0.758
H 0.146 2.522 -1.123
H 1.015 1.680 -2.139
H -0.477 1.273 -1.997
H 0.378 -1.022 -1.406
H 1.918 -0.695 -0.908
H 0.586 -2.380 0.914
H 1.526 -1.157 1.342
H -0.525 -0.964 2.475
H -2.603 -0.121 0.829
H -1.473 -0.736 -0.397
H -0.579 1.680 1.152
*
```

As for the HOMO-LUMO gap: 9.50 eV. As for the max |F|: 3.53 eV Å⁻¹. The energy relative to the best compared isomer or geometry (same formula, charge and spin) comes out at 64.46 kcal/mol. As for the SMILES: CN1C[NH2+][C@@H]2C[C@@H]21. Its total energy is -8334.32377 eV.

=====

(14)
Computed, not measured: a molecular structure, C5H11N2, with ωB97M-V with the def2-TZVPD basis set.

The geometry in ORCA input format:
```
! RIJCOSX wB97M-V def2-TZVPD def2/J DEFGRID3
* xyz 1 1
C -0.651 -0.555 -0.543
C 0.892 0.763 -0.530
C -1.724 -1.543 -0.658
C 2.252 0.513 0.041
C -0.894 0.843 1.597
N -0.326 0.301 0.409
N 0.321 -0.253 -1.413
H 0.722 1.777 -0.886
H -2.314 -1.350 -1.554
H -2.374 -1.527 0.212
H -1.297 -2.541 -0.765
H 2.393 -0.538 0.287
H 2.391 1.112 0.937
H 3.009 0.810 -0.682
H -1.649 0.164 1.988
H -0.109 0.964 2.344
H -1.356 1.814 1.409
H 0.714 -0.753 -2.191
*
```

As for the HOMO-LUMO gap: 11.58 eV. As for the max |F|: 2.92 eV Å⁻¹. The energy relative to the best compared isomer or geometry (same formula, charge and spin) comes out at 9.85 kcal/mol. Its total energy is -8336.69166 eV.